182
Properties=species:S:1:pos:R:3:forces:R:3:mulliken_charge:R:1 method="wB97M-V/def2-TZVPD" lumo_energy_ev=-0.1 total_charge=0 orbital_gap_ev=10.48 energy_ha=-13731.92002
O 7.49732 5.58562 6.71001 0.6 -1.1 0.7 -0.36
F 9.37940 5.32250 7.88197 1.2 0.8 0.7 -0.28
H 5.18810 -7.69478 -5.73177 0.1 0.2 -0.2 0.33
Cl -1.38648 1.92518 6.76681 -0.4 0.2 -0.1 -0.13
H 3.72801 -5.86322 -5.92409 -0.1 0.2 0.0 0.34
F -1.65147 -9.83439 -1.61411 -0.2 0.1 0.3 -0.28
H -2.21768 -12.00672 -3.23884 0.2 0.2 0.0 0.40
Cl 8.57402 -1.51878 2.00386 -0.3 0.2 -0.3 -0.11
C 3.56761 -5.77916 -4.84924 0.2 1.3 0.6 -1.26
F -4.59868 -2.71349 2.17519 -0.3 0.5 0.6 -0.30
C -2.49991 -7.95999 -2.72909 0.9 1.6 -1.0 0.20
H 8.85085 5.24818 5.12509 -0.3 -0.5 -0.2 0.42
H -4.90566 6.20348 -9.30297 0.0 -0.4 0.2 0.34
H 7.01659 -7.90968 -4.27021 0.2 0.2 0.5 0.33
H -3.36219 0.69544 -5.56147 0.6 0.2 -0.5 0.24
C -3.98358 -3.69441 6.63454 -2.2 2.1 0.2 0.89
C 0.03629 3.97390 -2.95649 1.0 0.3 0.9 -1.23
Cl -1.67992 -0.85565 -6.29011 0.2 0.1 0.4 -0.13
F 4.93855 5.13754 6.11550 -0.1 -0.9 1.8 -0.19
H 3.10867 -9.84901 5.14283 -1.0 0.4 0.4 0.19
C 5.98373 -8.73998 -2.46542 0.2 0.4 -0.5 -0.14
C -4.73656 -3.96315 8.02053 -0.2 -1.3 -0.9 0.12
C -4.43064 7.82915 -8.00602 -0.3 0.8 0.1 -0.29
H 5.95591 -7.82537 -1.87312 0.0 0.3 -0.2 0.25
C -1.92076 3.22089 5.62392 0.8 -0.3 1.1 0.02
F 4.37453 -9.09584 3.99119 1.6 1.0 -0.7 -0.26
Cl -4.87381 2.75966 -1.26626 -0.1 0.3 -0.1 -0.08
F -3.00853 -14.33800 -3.23955 1.8 -0.3 0.5 -0.25
H -4.86663 12.39047 -0.39002 0.3 0.2 -0.3 0.28
H 5.20840 6.48531 4.73805 0.0 0.3 0.0 0.24
H -4.51825 9.53135 -9.28619 0.1 0.5 0.1 0.29
H 2.37013 -9.23114 9.29045 -0.3 0.1 -0.4 0.23
F -2.70649 -3.35268 6.87675 0.1 -0.3 -0.1 -0.26
F -4.82400 -2.90489 8.78034 0.0 2.0 0.5 -0.23
C -6.42483 11.14653 -1.13185 -0.7 -0.6 0.8 -1.20
C 0.99042 -1.29872 -0.41614 0.8 -0.4 0.9 -1.36
Cl -6.40274 5.12217 -2.22345 -0.1 -1.1 0.6 -0.11
Cl -3.70509 0.28599 -7.89290 -0.3 0.5 -0.3 -0.13
H 0.08241 -1.79181 -0.06904 0.1 -0.2 -0.2 0.35
C -2.51014 9.26326 0.54909 0.1 -1.3 1.4 -0.32
F 1.09263 -7.91993 4.49352 -0.5 -0.5 0.0 -0.29
Cl -1.44646 2.76613 4.02558 -0.1 -0.1 -0.8 -0.07
F 6.98003 3.70242 4.51441 -0.7 -1.5 -0.2 -0.28
F -3.26678 -7.53302 -1.75041 -0.8 -0.5 1.4 -0.25
H 5.52211 6.47019 -5.45605 0.0 0.4 0.1 0.28
H -7.13927 2.90145 -1.55364 -0.3 0.6 0.3 0.32
C 8.23995 4.75017 7.58922 -1.0 -0.5 -2.8 0.86
C 4.72645 -6.40735 -4.09062 -1.3 -1.1 -0.7 -0.16
C -4.01973 6.70439 -8.91270 0.3 -0.3 -0.5 -1.33
H -1.65215 9.86235 0.24406 -0.1 -0.1 -0.4 0.34
H 1.21830 3.79683 -1.10256 -0.1 0.3 0.0 0.30
F -5.41135 -11.84987 -3.67285 -1.5 0.2 0.4 -0.29
H -1.28621 4.05278 5.92955 -0.6 0.2 -0.2 0.30
C 4.72412 -0.57225 7.17406 -0.1 -0.9 0.5 0.15
C 7.12394 -9.56957 -1.92660 1.3 0.1 0.1 -1.42
C 6.11767 -8.45900 -3.99038 -0.2 -1.0 0.2 -0.76
C -3.93167 10.52884 -1.12091 -1.0 0.4 2.2 -0.65
H -3.67362 10.85531 1.09740 -0.4 0.6 -0.2 0.35
Cl 6.71371 -3.66732 1.47899 0.0 0.1 0.0 -0.11
C -4.19994 -12.36401 -3.77406 1.4 1.1 1.8 1.05
H -3.16103 -2.77735 4.45246 -0.2 -0.6 -0.4 0.40
H 6.24402 -9.43383 -4.46136 0.1 -0.3 -0.1 0.34
O 2.81591 -8.03051 6.85422 -0.8 -0.6 0.3 -0.41
H 3.54885 -4.73524 -4.53624 -0.2 0.3 -0.5 0.35
Cl 6.23327 -1.48246 7.19502 0.5 0.3 -0.7 -0.12
H -3.45686 6.98027 -9.80442 0.1 0.5 0.0 0.31
C 0.69217 -0.01533 -1.12878 -0.1 0.6 -0.3 0.00
H -5.86676 8.53661 -9.43047 -0.6 -0.1 0.2 0.32
Cl 7.28486 8.04646 -5.48707 -0.1 0.0 -0.2 -0.12
F 2.67780 -7.11778 3.29342 0.5 0.5 0.1 -0.30
H -7.73968 9.67610 -9.83847 -0.4 -0.3 0.1 0.30
H 4.10928 -8.49985 -4.68164 -0.6 0.4 0.4 0.31
F -6.01183 -4.40555 7.78505 0.4 0.2 -0.5 -0.25
C -8.10549 10.35114 -9.06478 0.9 0.1 0.4 -1.05
H 4.50707 -6.48096 -3.02546 0.0 0.2 0.0 0.23
Cl -6.71562 4.11985 0.54175 -0.1 -0.4 -1.1 -0.11
C 4.93553 -7.78896 -4.67562 1.2 -0.5 0.4 -0.70
F -6.77223 -1.39903 3.58197 0.1 2.1 -0.4 -0.25
C -3.78448 10.03311 0.39043 0.1 1.2 -1.4 -0.68
F -4.90570 -14.04770 -2.15501 0.9 0.8 -0.4 -0.27
H -2.94889 10.82266 -1.48958 -0.1 0.2 0.0 0.41
F -4.03470 -4.81130 5.93762 0.5 -0.8 -0.3 -0.25
C -6.64606 -2.70180 3.46100 0.5 -1.3 1.3 0.17
C -6.89630 10.86239 -8.26811 0.3 1.0 -0.4 -0.69
C 3.07605 -9.23255 4.24449 0.2 -1.1 1.3 0.19
C -5.21529 8.96484 -8.66869 0.5 -0.3 -0.1 -0.55
F -4.91482 -4.35568 3.50897 -0.5 -1.1 0.0 -0.28
H 4.00583 -6.98336 5.68702 0.1 0.2 -0.8 0.38
H 1.28409 1.71445 -3.22178 0.1 -0.2 -0.3 0.33
H -0.68914 3.44620 -3.57567 0.1 -0.2 0.2 0.31
H 1.65209 -1.18196 0.44215 -0.2 0.4 0.4 0.31
H -0.03074 0.60782 -0.60231 -0.4 -0.4 0.0 0.23
C 2.92529 -7.12275 5.72000 2.1 -0.5 0.1 -0.85
F 4.58081 -7.21781 7.94168 0.9 0.8 0.1 -0.29
H -4.00695 -1.32427 4.46336 -0.8 0.1 -0.2 0.55
H 1.60292 -1.96379 -1.02493 -0.4 -0.2 -0.4 0.33
C -4.20404 -13.82048 -3.32677 -3.2 -1.0 -0.9 0.14
C -4.17813 -2.39737 4.54851 -0.1 0.0 0.3 -1.02
C -5.00488 11.68545 -1.20974 0.3 -1.3 -1.2 -0.34
F -7.29976 -3.13006 2.38137 0.2 -0.1 -1.1 -0.26
Cl 3.90838 -1.11118 8.62535 -0.8 0.2 0.8 -0.13
H 2.59085 2.63869 -2.54913 0.4 -0.4 0.1 0.37
F 8.11435 3.96104 9.86585 0.5 -0.6 -0.5 -0.25
C 5.26385 5.40660 4.88441 1.7 1.4 -1.6 0.11
C -5.94935 9.82823 -7.64597 -1.1 0.1 -0.5 -0.54
C 7.85120 5.64131 5.31017 -0.4 1.0 0.1 -0.97
H -3.05117 8.04261 2.21170 0.2 -0.3 0.2 0.31
H -3.36641 -11.83295 -1.90119 0.0 0.2 0.1 0.38
C -3.30084 -0.15202 -6.24420 0.7 0.6 -0.2 0.13
F 2.56776 -6.69363 8.54640 -0.8 1.8 1.3 -0.28
H -8.79023 9.87971 -8.35980 -0.2 -0.2 -0.4 0.27
H -5.30786 10.33848 -6.92747 0.4 -0.1 -0.2 0.36
F -3.85003 -12.26021 -5.04585 0.4 -0.6 -1.7 -0.30
H 6.29914 -1.40284 1.28809 0.5 0.2 -0.2 0.28
C 1.68535 2.09387 -2.28203 -0.1 -0.6 -0.6 -0.72
C 0.70922 3.14775 -1.81505 -1.0 -0.1 0.2 -0.20
H 8.09810 -9.11989 -2.11874 0.0 0.6 -0.1 0.35
Cl 3.70566 -1.02189 5.78213 0.5 0.6 0.1 -0.10
H 0.28974 -0.34912 -2.08520 -0.3 0.6 -0.3 0.20
F 6.25440 3.87853 8.69153 0.3 -1.0 -0.8 -0.21
H -7.22328 11.57519 -7.51108 -0.2 -0.2 0.3 0.36
H 2.68964 0.20977 -1.71550 0.3 0.2 -0.4 0.37
H -6.59442 10.88573 -0.08719 -0.3 -0.3 0.1 0.30
C 7.17530 -2.00509 1.04779 -0.2 -0.6 -0.4 0.07
O -4.64266 -2.64135 5.92039 0.6 -1.2 0.0 -0.42
H -1.30428 8.44914 2.27685 0.0 -0.2 -0.3 0.34
H -6.64245 10.25749 -1.72374 0.6 -0.3 -0.1 0.30
C 7.41575 4.54492 8.87282 -1.4 1.0 1.3 0.18
H -8.58941 11.17796 -9.58468 -0.2 0.0 0.2 0.33
H -3.55927 8.28913 -7.53994 0.1 -0.2 0.3 0.29
C -5.10272 -3.04311 3.40677 0.6 0.8 0.9 0.95
C 6.05681 7.04526 -4.70009 1.0 -0.8 -0.3 0.06
F 3.84844 -8.55188 10.31427 0.8 0.7 0.0 -0.26
F 4.36944 4.84464 4.08149 -0.6 -0.8 -0.9 -0.27
H 7.30111 -10.53400 -2.40260 -0.8 -0.3 0.2 0.35
C 3.37126 -8.84314 9.10254 -1.9 -0.4 -0.8 0.21
Cl 5.00979 8.03270 -3.76062 -0.6 0.3 0.4 -0.10
Cl 7.48905 -1.93546 -0.73093 -0.1 0.2 0.9 -0.13
C 1.90591 0.87109 -1.34602 0.6 0.5 -0.3 -0.75
H 0.82341 4.37730 -3.59353 0.1 -0.1 -0.3 0.32
F 6.85762 5.37210 3.17663 0.2 0.7 -1.6 -0.31
C 6.73766 5.01245 4.43064 0.2 -0.3 3.2 0.99
H -6.59019 9.19946 -7.02784 0.0 -0.4 0.1 0.27
H -0.41826 4.86686 -2.52742 -0.4 -0.1 0.0 0.35
F -1.22516 -9.62760 -3.69204 1.2 0.4 -0.8 -0.28
H 7.90319 6.68302 4.99355 0.0 0.3 0.5 0.44
F 4.08981 -9.81206 8.53261 0.7 -0.4 -0.1 -0.24
H 7.10350 -9.63306 -0.83864 -0.3 -0.4 0.0 0.35
H -3.34924 6.03021 -8.37975 -0.3 -0.4 0.0 0.37
H -1.56952 -7.39374 -2.68637 0.3 0.0 0.0 0.23
H 2.57092 -6.14513 -4.60268 0.2 -0.5 0.1 0.29
H 7.02814 5.46168 9.31713 0.8 0.8 -0.6 0.15
C -6.42101 3.62928 -1.17620 0.6 0.7 0.2 -0.01
H -6.33261 11.52458 -8.92527 0.3 -0.1 -0.3 0.33
C 2.43236 -7.83072 4.40332 0.0 -0.3 1.4 0.94
F 2.57797 -9.99035 3.26366 -0.9 0.3 -0.7 -0.25
C -3.18739 -11.60065 -2.95100 0.2 0.6 0.3 -1.07
H 4.91782 0.49254 7.30374 -0.1 -0.2 -0.7 0.20
O -3.30582 -10.18820 -3.20729 1.4 0.6 1.3 -0.34
H -7.20805 -3.10893 4.30154 0.7 -0.6 0.4 0.21
H -2.63886 8.33314 -0.00446 0.7 0.1 -0.5 0.23
H 2.29962 1.22379 -0.39276 -0.1 0.0 0.3 0.31
C 3.33162 -7.64289 8.09868 0.0 -1.7 -1.8 0.87
H -5.07487 7.43066 -7.22227 0.2 -0.1 0.2 0.31
F 8.61144 3.57485 6.94054 -0.9 0.8 0.9 -0.27
H 2.52258 -6.11892 5.85507 -0.7 -0.3 0.1 0.43
F -3.12781 -7.66183 -3.86939 -0.3 0.2 -1.0 -0.25
Cl -4.44049 -1.24492 -5.61983 -1.2 -1.4 0.6 -0.12
H -4.77197 -14.36933 -4.07798 0.0 -0.1 -0.2 0.26
H -0.05235 2.62599 -1.23550 -0.3 0.2 0.1 0.19
H -4.90893 12.13196 -2.19944 0.3 0.5 0.2 0.30
H -4.25692 9.65369 -1.68342 0.0 0.1 -0.3 0.28
H 5.04168 -9.23129 -2.22204 -0.2 -0.1 -0.4 0.30
H 5.65335 -5.85070 -4.22877 -0.1 0.2 0.1 0.30
H -4.70042 9.50876 0.66286 0.2 -0.4 0.1 0.32
Cl 6.89269 5.81286 -3.70676 -0.2 0.1 0.0 -0.13
H -7.26637 11.77705 -1.41883 0.4 0.8 0.1 0.35
H -4.26515 -4.72119 8.64603 0.5 -0.4 -0.6 0.24
Cl -3.63390 3.57742 5.79016 0.3 0.0 -0.1 -0.10
H -2.54607 9.58439 2.74179 0.1 0.4 -0.1 0.33
C -2.15438 -9.40662 -2.78400 -2.6 -3.4 -0.3 0.92
C -2.30012 8.80822 2.01710 -0.7 0.2 -0.1 -1.26